DFT (wB97M-V/def2-TZVPD) results for C49H24Cl3F15GeN7NaO6S2 as an isolated structure.

## Properties
Kohn-Sham gap ... 5.41 eV
Charge ... -2

Geometry (Å):
Na1 0.39862 0.38932 -1.03884
O1 -4.36829 -4.60485 -4.39403
N1 -3.63098 -5.19098 -3.62087
O2 -3.61479 -6.41203 -3.52709
C1 -2.71563 -4.43269 -2.78723
C2 -1.61740 -5.10675 -2.35109
C3 -0.66592 -4.48889 -1.50706
C4 0.41732 -5.19686 -0.95292
C5 1.28138 -4.53935 -0.12198
C6 1.07473 -3.16815 0.10898
N2 0.09072 -2.47997 -0.41653
C7 -0.79961 -3.12099 -1.18637
C8 -1.96523 -2.39775 -1.64588
N3 -2.08244 -1.12146 -1.26254
C9 -3.16247 -0.46407 -1.59847
C10 -4.25025 -1.05719 -2.25549
C11 -4.13691 -2.34617 -2.68994
C12 -2.95158 -3.06109 -2.41764
H1 -1.47704 -6.13220 -2.66207
H2 0.53246 -6.25091 -1.17798
H3 2.10674 -5.05186 0.35292
H4 1.74833 -2.61440 0.75207
H5 -3.21288 0.56619 -1.26787
H6 -5.14320 -0.47725 -2.44435
H7 -4.93931 -2.81349 -3.23556
N4 -0.67552 1.86711 0.53749
N5 -0.68030 3.06707 1.22729
C13 0.38468 3.89309 1.20841
N6 0.18680 5.09927 1.83208
S1 1.87128 3.50885 0.58647
H8 -1.18915 1.92806 -0.33832
H9 -1.06011 1.10951 1.10162
H10 -1.56287 3.42382 1.56622
H11 -0.74810 5.47119 1.90046
H12 0.92236 5.76381 1.66829
Cl1 4.91248 -0.86595 -2.27499
C14 4.47699 -0.87373 -0.59104
C15 5.43222 -1.25593 0.34202
C16 5.11414 -1.27852 1.67664
Cl2 6.33192 -1.80231 2.82370
C17 3.83641 -0.88923 2.12791
C18 3.44299 -0.88030 3.48372
C19 2.18184 -0.47282 3.82126
C20 1.30769 -0.06612 2.79902
N7 1.63196 -0.07775 1.53225
C21 2.86395 -0.48169 1.16745
C22 3.15024 -0.49069 -0.26800
O3 2.28760 -0.19679 -1.13113
H13 6.42429 -1.53524 0.01448
H14 4.15026 -1.19260 4.24052
H15 1.86247 -0.46960 4.85540
H16 0.30340 0.27259 3.03453
F1 -1.95383 -3.77550 3.45774
C23 -2.69273 -3.60175 4.54917
C24 -3.32180 -2.39228 4.79918
C25 -4.06652 -2.30715 5.95953
F2 -4.69102 -1.15454 6.25812
C26 -4.20609 -3.36561 6.83771
F3 -4.94647 -3.25566 7.95095
C27 -3.56326 -4.55858 6.56150
F4 -3.68180 -5.59172 7.40148
C28 -2.80030 -4.68002 5.41533
F5 -2.17913 -5.83646 5.15889
Ge1 -3.06925 -0.79681 3.57934
S2 -2.01777 -0.99221 1.79370
C29 -2.43846 0.53547 4.99340
C30 -1.23243 0.20803 5.59496
F6 -0.73407 -1.02738 5.41930
C31 -0.52054 1.07797 6.39935
F7 0.63113 0.71227 6.97162
C32 -1.03228 2.34190 6.63230
F8 -0.37596 3.20234 7.41184
C33 -2.24447 2.69992 6.07329
F9 -2.75727 3.91017 6.33295
C34 -2.92432 1.80126 5.26717
F10 -4.11865 2.19527 4.80289
C35 -4.91557 -0.16202 3.06983
C36 -6.06248 -0.93218 3.10336
F11 -6.06859 -2.09117 3.78530
C37 -7.23482 -0.56041 2.46684
F12 -8.33737 -1.31840 2.54810
C38 -7.26919 0.61718 1.74500
F13 -8.39670 1.00108 1.14023
C39 -6.13060 1.39940 1.65328
F14 -6.16332 2.53453 0.94588
C40 -4.98338 0.99436 2.30603
F15 -3.89517 1.76816 2.18229
C41 -2.07887 5.56911 -3.83108
C42 -0.66644 5.31782 -3.38001
C43 0.01963 6.22868 -2.59561
C44 1.30585 5.94651 -2.16384
Cl3 2.15963 7.12108 -1.19876
C45 1.90550 4.74346 -2.47552
C46 1.22728 3.82437 -3.26046
C47 -0.04657 4.10874 -3.73694
O4 -0.74774 3.34415 -4.60841
C48 -0.53558 1.93495 -4.69124
C49 -1.21481 1.21616 -3.48905
O5 -2.11005 0.41260 -3.78393
O6 -0.78323 1.55261 -2.35399
H17 -2.39770 6.58218 -3.58537
H18 -2.75172 4.85707 -3.34864
H19 -2.16984 5.41717 -4.90683
H20 -0.45340 7.16064 -2.31136
H21 2.89043 4.50755 -2.09982
H22 1.69177 2.87126 -3.46855
H23 0.52714 1.67675 -4.71825
H24 -1.01614 1.62711 -5.61577

These are the Mulliken partial charges, in e, on atoms 1 to 4: Na 1.49; O -0.60; N 0.97; O -0.63


DFT (wB97M-V/def2-TZVPD) results for an isolated ion of composition C7H16N3 and charge +1.

## Properties
Kohn-Sham gap ... 11.62 eV
Charge ... +1

Geometry (Å):
C1 2.54571 -1.91131 0.76441
C2 1.70765 -1.05456 -0.19467
C3 2.22029 0.38041 -0.32427
C4 1.17787 1.38504 -0.79242
N1 0.06002 1.52361 0.15796
C5 -1.15768 1.06007 -0.02362
N2 -2.22417 1.32980 0.77457
C6 -3.03522 0.08912 0.77209
C7 -2.83905 -0.37560 -0.67590
N3 -1.54324 0.25579 -1.03311
H1 2.03735 -2.06829 1.71437
H2 3.50290 -1.43954 0.98416
H3 2.76073 -2.89151 0.34576
H4 1.69081 -1.52097 -1.18199
H5 0.67215 -1.03742 0.15878
H6 3.04402 0.42153 -1.03827
H7 2.62839 0.71734 0.63223
H8 0.76051 1.12447 -1.76400
H9 1.62422 2.37272 -0.88924
H10 0.24052 2.03506 1.00672
H11 -2.01771 1.73965 1.67569
H12 -2.57451 -0.63373 1.44893
H13 -4.06308 0.27390 1.06101
H14 -3.60879 -0.01830 -1.35499
H15 -2.77649 -1.45757 -0.73838
H16 -0.83321 -0.29972 -1.48582

These are the natural (NBO) partial charges, in e, on atoms 1 to 4: C -0.61; C -0.41; C -0.41; C -0.22


DFT (wB97M-V/def2-TZVPD) results for C32H64BeBr2ClCs2IN8O12PSi as an isolated structure.

## Properties
Kohn-Sham gap ... 1.03 eV
Charge ... +1

Geometry (Å):
C1 -1.64028 -4.95935 5.36615
C2 -0.34097 -4.32130 4.58867
N1 -0.66288 -3.98039 3.16466
C3 -0.55730 -2.52540 2.86469
I1 -1.90038 -1.48890 4.23161
N2 0.92232 -2.16026 3.08072
C4 1.70938 -2.31701 1.86876
N3 2.92325 -2.88671 1.99745
C5 3.41345 -3.31281 3.34864
N4 3.73650 -2.17892 4.24659
C6 3.82430 -3.15058 0.85712
C7 3.35174 -4.47822 0.09033
C8 3.69068 -4.38006 -1.44315
O1 2.99151 -4.79447 -2.30419
O2 4.89610 -3.71872 -1.81940
N5 1.31264 -1.97914 0.57658
C9 -0.06552 -1.31879 0.56420
C10 -0.06577 0.10737 1.22157
C11 1.27180 0.93502 1.06938
C12 1.09705 2.47334 1.10564
C13 1.43785 3.19528 -0.13163
C14 1.37814 4.63344 -0.27227
C15 0.96752 5.41877 0.88608
C16 0.60630 4.71434 2.10055
C17 0.66658 3.25697 2.25136
N6 -0.53955 -1.37865 -0.80830
C18 -0.13643 -0.46169 -1.61747
C19 -0.94508 0.84432 -1.96426
C20 1.22048 -0.58171 -2.43984
C21 -0.96818 -2.40028 1.34398
C22 -2.49883 -2.32780 1.05298
C23 -3.17567 -0.91696 0.97385
O3 -3.34568 -0.49988 -0.41653
Si1 -4.85004 -0.96019 -1.05769
C24 -4.86109 -0.30874 -2.85743
C25 -5.13174 -2.82761 -1.18845
C26 -6.36558 -0.16018 -0.20599
H1 -2.53999 -4.52935 4.85729
H2 -1.58638 -6.11258 5.29271
H3 -1.59089 -4.67860 6.50505
H4 0.16140 -3.49756 5.20415
H5 0.42907 -5.20407 4.54291
H6 -0.01469 -4.51862 2.56776
H7 0.98327 -1.19200 3.42993
H8 4.35898 -3.96905 3.27868
H9 2.60932 -3.94740 3.87118
H10 4.73137 -2.08987 4.44289
H11 3.31211 -1.29321 3.93463
H12 4.84029 -3.39941 1.26154
H13 3.88886 -2.29673 0.14351
H14 2.25382 -4.65493 0.21542
H15 3.87531 -5.39208 0.49253
H16 4.67208 -2.77188 -1.73219
H17 2.00547 -1.41552 0.08185
H18 -0.28638 0.07846 2.32728
H19 -0.88800 0.74677 0.79817
H20 1.93670 0.63637 1.93811
H21 1.84433 0.65678 0.14627
H22 1.78916 2.61131 -1.01992
H23 1.68703 5.07957 -1.24748
H24 0.94991 6.52476 0.78551
H25 0.30446 5.32865 2.97673
H26 0.39737 2.74709 3.20138
H27 -0.28218 1.71444 -2.18935
H28 -1.69614 1.10619 -1.18653
H29 -1.53174 0.64136 -2.90932
H30 0.94324 -0.39148 -3.50836
H31 1.83896 0.30957 -2.12254
H32 1.73228 -1.55562 -2.26695
H33 -0.62321 -3.38504 0.89712
H34 -3.02562 -2.93191 1.84638
H35 -2.68328 -2.89970 0.10067
H36 -4.23447 -1.04987 1.36187
H37 -2.72543 -0.11923 1.60892
H38 -3.83392 -0.27621 -3.30172
H39 -5.59791 -0.86136 -3.49922
H40 -5.21552 0.75905 -2.83745
H41 -5.23353 -3.30825 -0.18250
H42 -4.23709 -3.30565 -1.68059
H43 -6.03246 -3.10888 -1.79618
H44 -6.32485 1.00117 -0.13358
H45 -7.34698 -0.45855 -0.75211
H46 -6.44663 -0.63340 0.83493
Cl1 -0.72122 -7.29322 6.66067
O4 -5.55245 2.43047 -4.13639
H47 -4.67595 2.97274 -3.98401
H48 -6.23239 3.10861 -4.21486
N7 -2.18038 -5.77546 -0.24123
O5 -1.07830 -5.20180 -0.04714
O6 -2.23785 -7.00671 -0.27125
O7 -3.21214 -5.09088 -0.40229
Cs1 2.13618 -5.64971 4.68834
Cs2 -7.34867 2.06194 -0.39898
Br1 -1.52212 -2.86620 6.92355
C27 -3.38585 4.20751 -8.67187
C28 -3.89732 3.57613 -7.40616
O8 -3.61127 4.02324 -6.29066
N8 -4.69095 2.49018 -7.50735
C29 -5.13993 1.81599 -8.71019
H49 -2.76535 5.06564 -8.42132
H50 -2.77902 3.49242 -9.22933
H51 -4.22118 4.55134 -9.28393
H52 -4.99231 2.12688 -6.61038
H53 -6.23080 1.83095 -8.72822
H54 -4.80004 0.77989 -8.67325
H55 -4.75838 2.28841 -9.61081
Be1 4.01698 0.56381 4.19802
C30 6.76585 2.71155 0.35959
O9 5.82967 3.22566 1.29839
P1 5.32520 4.84198 1.09210
O10 5.23512 4.72051 -0.40960
O11 6.80857 5.39292 1.54403
C31 7.30036 5.03931 2.84037
O12 4.73923 6.44418 1.00214
C32 4.38853 7.06611 2.24603
H56 7.25647 1.85068 0.81916
H57 6.24666 2.37826 -0.53884
H58 7.52490 3.45053 0.10212
H59 8.07244 4.27483 2.73319
H60 6.50794 4.65533 3.48588
H61 7.74026 5.92060 3.30540
H62 5.28271 7.24052 2.85100
H63 3.68365 6.44091 2.79733
H64 3.91816 8.02350 2.03138
Br2 -3.67914 4.32276 -4.09496

These are the Mulliken partial charges, in e, on atoms 1 to 4: C -1.27; C -0.51; N 0.38; C -2.26